Entry 1:
{
  "formula": "C26H45N7O4SZr",
  "method": "ωB97M-V/def2-TZVPD",
  "charge": 2,
  "orbital_gap_ev": 8.485,
  "homo_ev": -13.941,
  "elements": ["Zr", "C", "N", "C", "C", "N", "C", "C", "N", "C", "C", "N", "C", "N", "C", "C", "C", "N", "C", "H", "H", "H", "H", "H", "H", "H", "H", "H", "H", "H", "H", "H", "H", "H", "H", "H", "H", "H", "H", "H", "H", "H", "H", "C", "C", "C", "C", "C", "C", "C", "S", "O", "O", "N", "C", "C", "C", "O", "O", "H", "H", "H", "H", "H", "H", "H", "H", "H", "H", "H", "H", "C", "C", "C", "C", "H", "H", "H", "H", "H", "H", "H", "H", "H"],
  "coordinates": [[0.215873, -0.348503, -0.917147], [1.248743, -1.218957, -3.835168], [2.613058, -1.428340, -3.446375], [3.691551, -1.474410, -4.428705], [4.915058, -1.734324, -3.552040], [4.395047, -1.627086, -2.177864], [5.378438, -1.751956, -1.102123], [3.060841, -1.441374, -2.181426], [2.215693, -1.293747, -1.144464], [2.779101, -1.448881, 0.218848], [1.796187, -0.995050, 1.295732], [0.432758, -1.440158, 0.932714], [-0.312723, -2.153669, 1.789093], [-1.185405, -3.085399, 1.379215], [-1.062273, -3.860516, 0.155530], [-1.870215, -3.688990, 2.532972], [-1.248191, -2.967145, 3.739501], [-0.349533, -1.990843, 3.106950], [0.157257, -0.844044, 3.849532], [1.100359, -1.598431, -4.844406], [0.972479, -0.162559, -3.836872], [0.577844, -1.790814, -3.191622], [3.761135, -0.529400, -4.968563], [3.510929, -2.271134, -5.148479], [5.697299, -0.992720, -3.704381], [5.343616, -2.723766, -3.708997], [6.293293, -2.118246, -1.561167], [5.085602, -2.475933, -0.350931], [5.605282, -0.793981, -0.636730], [3.676392, -0.851298, 0.348924], [3.027062, -2.495738, 0.403088], [1.819223, 0.088976, 1.416214], [2.137399, -1.423893, 2.235705], [-0.401857, -3.359401, -0.547341], [-2.038583, -3.980912, -0.311517], [-0.648390, -4.847956, 0.369429], [-1.683276, -4.761802, 2.545738], [-2.945284, -3.530415, 2.464924], [-0.692924, -3.627963, 4.403323], [-1.995140, -2.436429, 4.327294], [-0.525168, -0.653342, 4.674887], [0.172462, 0.041917, 3.215619], [1.148977, -1.026204, 4.261196], [-1.347502, 2.324403, 5.040643], [-1.582287, 2.727614, 3.609079], [-2.306289, 1.914478, 2.739605], [-2.563327, 2.309058, 1.436080], [-2.084112, 3.533952, 0.993419], [-1.378593, 4.374115, 1.848298], [-1.120044, 3.957167, 3.143551], [-2.432071, 4.067654, -0.642221], [-2.435966, 5.498453, -0.619598], [-3.510006, 3.299024, -1.185370], [-1.090215, 3.526448, -1.475455], [0.151269, 4.295384, -1.332030], [1.296014, 3.440225, -0.724228], [0.912492, 2.022933, -0.785254], [1.085006, 1.317221, -1.845870], [0.329683, 1.425553, 0.187770], [-1.834155, 1.377230, 5.273659], [-1.742746, 3.075957, 5.724545], [-0.280711, 2.231815, 5.255264], [-2.717017, 0.979587, 3.106129], [-3.170845, 1.703105, 0.777855], [-1.072668, 5.356026, 1.512263], [-0.589547, 4.617512, 3.819605], [-1.394047, 3.411856, -2.438254], [-0.019514, 5.160227, -0.695725], [0.463090, 4.681176, -2.298709], [1.478405, 3.711518, 0.314104], [2.210213, 3.561250, -1.303327], [-3.153617, -0.780737, -0.393271], [-2.772880, -0.135437, -1.724247], [-3.905351, -0.260301, -2.738303], [-1.468371, -0.741906, -2.268474], [-3.984873, -0.262936, 0.087298], [-2.331258, -0.788489, 0.340768], [-3.452748, -1.822031, -0.543133], [-2.622066, 0.939108, -1.543661], [-4.081933, -1.311608, -2.979773], [-3.667210, 0.264196, -3.664024], [-4.833685, 0.159932, -2.346765], [-1.215959, -0.247396, -3.215115], [-1.634518, -1.798539, -2.517213]],
  "forces_ev_per_angstrom": [[0.142, -1.607, -0.464], [0.040, 0.053, -0.060], [-0.030, -0.017, -0.066], [-0.019, 0.006, 0.044], [-0.027, 0.046, 0.065], [0.028, -0.029, -0.019], [0.015, -0.010, -0.103], [-0.092, 0.016, 0.293], [0.113, 0.209, 0.117], [-0.102, -0.131, -0.091], [-0.113, -0.222, 0.092], [0.077, 0.068, -0.222], [-0.033, 0.347, -0.225], [0.112, -0.286, 0.059], [-0.096, 0.063, -0.016], [0.004, 0.047, -0.009], [0.009, 0.104, -0.098], [0.100, -0.067, 0.301], [-0.103, -0.008, -0.047], [-0.004, -0.037, -0.006], [0.009, 0.045, 0.003], [-0.016, -0.079, 0.031], [-0.014, 0.029, 0.003], [0.005, -0.012, -0.011], [0.022, -0.001, -0.014], [-0.020, -0.037, 0.011], [0.010, -0.002, 0.008], [-0.013, -0.025, 0.011], [-0.006, 0.026, -0.007], [0.061, 0.013, 0.007], [-0.017, -0.049, -0.071], [0.041, 0.062, 0.008], [-0.092, -0.024, 0.066], [0.038, 0.055, 0.020], [-0.011, 0.009, 0.011], [-0.018, -0.018, 0.024], [0.028, -0.018, 0.022], [-0.020, -0.007, -0.033], [0.000, -0.040, -0.014], [-0.018, -0.003, 0.021], [0.004, 0.020, 0.017], [0.006, -0.021, -0.035], [0.010, -0.024, 0.021], [0.010, -0.005, -0.049], [-0.021, -0.033, 0.080], [-0.017, -0.029, -0.001], [0.055, 0.089, -0.025], [-0.075, -0.068, 0.209], [0.017, -0.098, -0.005], [0.015, 0.063, -0.011], [0.034, 0.209, 0.391], [-0.070, -0.128, -0.144], [-0.022, -0.002, -0.090], [0.014, 0.035, -0.285], [-0.043, 0.060, -0.096], [0.246, 0.189, 0.115], [-0.432, -0.109, -0.167], [0.326, 0.656, 0.017], [0.080, 0.554, 0.174], [-0.001, 0.024, -0.006], [-0.009, 0.003, -0.018], [0.000, -0.005, -0.007], [-0.006, -0.001, -0.012], [0.021, 0.016, -0.013], [-0.011, 0.008, 0.010], [-0.002, -0.011, -0.016], [0.091, -0.027, -0.009], [-0.024, 0.042, -0.019], [-0.049, -0.049, -0.061], [-0.032, -0.024, 0.015], [0.020, 0.107, 0.034], [-0.035, -0.119, 0.032], [0.077, 0.188, 0.124], [-0.101, 0.001, 0.046], [-0.248, 0.084, 0.216], [-0.035, -0.030, -0.064], [0.052, 0.070, -0.013], [0.020, -0.008, 0.003], [0.042, -0.025, 0.001], [-0.006, 0.006, -0.002], [0.013, -0.007, 0.012], [0.039, 0.006, -0.008], [0.026, 0.007, -0.046], [0.029, -0.081, 0.039]]
}

Entry 2:
{
  "formula": "C26H46BrIrN2O3S3SbSi4",
  "method": "ωB97M-V/def2-TZVPD",
  "relative_energy_kj_mol": 37.85,
  "charge": -1,
  "orbital_gap_ev": 7.006,
  "homo_ev": -5.269,
  "elements": ["Ir", "C", "C", "C", "C", "C", "C", "N", "N", "Si", "C", "C", "C", "H", "H", "H", "H", "H", "H", "H", "H", "H", "H", "H", "H", "H", "H", "H", "S", "Sb", "S", "S", "C", "O", "Si", "C", "C", "C", "Si", "C", "C", "C", "Si", "C", "C", "C", "H", "H", "H", "H", "H", "H", "H", "H", "H", "H", "H", "H", "H", "H", "H", "H", "H", "H", "H", "H", "H", "H", "H", "H", "H", "H", "H", "Br", "C", "C", "C", "C", "C", "C", "C", "O", "O", "H", "H", "H", "H"],
  "coordinates": [[0.162906, -1.133769, 0.262828], [1.886424, -3.124183, -2.228542], [2.729048, -2.487061, -1.163362], [4.108786, -2.469628, -1.235344], [4.818005, -1.711042, -0.299572], [4.164152, -0.954913, 0.640022], [2.749267, -1.011891, 0.683427], [2.101700, -1.868549, -0.155730], [1.870641, -0.283746, 1.378543], [2.272453, 0.569163, 2.835186], [3.861484, -0.074337, 3.632076], [2.529585, 2.396053, 2.497647], [0.936525, 0.227927, 4.086302], [1.691402, -4.177491, -2.014101], [2.400542, -3.071925, -3.187919], [0.930890, -2.604832, -2.305445], [4.614272, -2.987653, -2.038065], [5.899449, -1.665279, -0.359387], [4.703838, -0.282595, 1.288781], [4.768713, 0.419586, 3.279868], [3.980382, -1.150017, 3.482076], [3.791297, 0.102061, 4.709226], [3.367298, 2.515693, 1.804432], [2.770033, 2.942714, 3.413825], [1.657952, 2.862786, 2.037367], [1.143969, -0.724107, 4.583314], [-0.032027, 0.148079, 3.606051], [0.875780, 1.004176, 4.853665], [-0.448226, -6.445699, 1.415043], [0.784253, -4.719112, 0.751981], [-1.026538, -3.051201, -0.116632], [-0.432726, -2.780014, 1.842069], [-2.271054, -1.916341, -3.427410], [-1.991989, -1.633738, -2.078144], [-2.722117, -0.377687, -1.225071], [-4.500451, -1.029253, -1.153938], [-2.939827, 1.100338, -2.373308], [-1.840556, -0.085171, 0.448225], [-1.571545, 1.783372, 0.667335], [-1.273114, 2.420816, 2.428125], [-3.063315, 2.876750, 0.184233], [-0.109336, 2.541347, -0.241084], [-3.058351, -0.593557, 1.833510], [-3.953195, -2.268780, 1.724926], [-4.492544, 0.639536, 2.005619], [-2.468521, -0.630830, 3.638809], [-3.345313, -2.047145, -3.607002], [-1.772580, -2.853645, -3.689558], [-1.886124, -1.130571, -4.080018], [-4.869016, -0.986647, -2.184789], [-5.194061, -0.449405, -0.543383], [-4.538843, -2.069682, -0.833873], [-2.946116, 0.718334, -3.397424], [-2.155934, 1.850934, -2.321492], [-3.907382, 1.573139, -2.194857], [-2.047821, 2.174118, 3.151562], [-1.270366, 3.510563, 2.318614], [-0.309440, 2.138109, 2.844166], [-3.467427, 3.357149, 1.078047], [-3.886100, 2.369393, -0.310658], [-2.715558, 3.667440, -0.487017], [0.833873, 2.068742, 0.033242], [-0.071087, 3.594988, 0.057161], [-0.209593, 2.503919, -1.325623], [-4.961962, -2.136267, 1.332377], [-4.045905, -2.645875, 2.747200], [-3.466726, -3.041241, 1.137138], [-4.996207, 0.897909, 1.074691], [-4.166207, 1.569637, 2.475235], [-5.231517, 0.178701, 2.669235], [-1.732116, -1.398192, 3.865157], [-3.374779, -0.884789, 4.199718], [-2.108395, 0.316756, 4.030817], [5.842860, 2.858595, -4.999173], [4.267658, 2.131573, -4.215083], [3.085181, 2.150145, -4.935528], [1.944342, 1.612495, -4.358525], [1.982361, 1.070107, -3.080135], [3.179419, 1.072233, -2.375446], [4.332339, 1.599047, -2.939374], [0.712131, 0.478093, -2.487503], [-0.303981, 0.472733, -3.168005], [0.894921, 0.034198, -1.303356], [3.059361, 2.575595, -5.929367], [1.002032, 1.602236, -4.890230], [3.202326, 0.663461, -1.374989], [5.266137, 1.597121, -2.393408]],
  "forces_ev_per_angstrom": [[0.369, 0.023, 0.333], [0.008, -0.017, 0.017], [-0.008, 0.095, -0.136], [-0.060, -0.025, -0.017], [0.014, 0.039, -0.007], [0.033, -0.001, 0.003], [-0.003, 0.001, -0.110], [0.026, 0.031, 0.206], [0.114, 0.121, -0.042], [0.028, 0.043, -0.019], [-0.007, 0.010, 0.034], [-0.045, 0.001, 0.003], [0.026, 0.021, 0.070], [-0.010, -0.014, -0.022], [0.007, 0.004, 0.010], [-0.002, -0.008, -0.013], [-0.005, 0.000, -0.001], [0.000, -0.005, 0.006], [-0.007, -0.036, -0.042], [-0.008, 0.004, 0.006], [-0.007, 0.004, 0.022], [-0.005, 0.017, 0.000], [0.005, 0.002, -0.002], [-0.003, -0.013, 0.005], [0.019, -0.007, 0.026], [-0.012, -0.006, -0.013], [-0.083, -0.028, -0.031], [0.000, -0.011, 0.007], [-0.009, -0.048, 0.011], [-0.007, 0.027, 0.014], [-0.500, -0.504, -0.390], [0.008, 0.207, 0.243], [-0.003, -0.027, 0.001], [0.037, 0.135, -0.085], [-0.043, 0.005, 0.048], [-0.024, 0.024, 0.018], [0.008, -0.013, -0.048], [-0.064, -0.086, -0.065], [-0.072, 0.042, 0.005], [0.066, -0.051, -0.009], [0.017, 0.005, 0.013], [-0.014, 0.016, 0.019], [0.038, 0.040, 0.043], [0.043, 0.021, -0.013], [0.000, 0.039, 0.000], [-0.002, 0.031, -0.041], [0.014, 0.017, 0.000], [-0.011, 0.001, 0.011], [0.018, 0.021, 0.008], [-0.016, 0.007, 0.012], [0.029, -0.016, -0.013], [-0.011, -0.005, -0.001], [0.029, 0.021, 0.018], [-0.021, 0.012, -0.003], [0.005, -0.016, -0.005], [-0.046, -0.015, -0.013], [0.026, 0.006, 0.012], [-0.006, -0.033, 0.039], [0.007, 0.011, 0.008], [-0.008, -0.014, 0.035], [-0.025, -0.013, -0.019], [-0.010, -0.006, -0.052], [-0.009, 0.005, -0.015], [-0.008, 0.014, -0.010], [-0.006, 0.011, -0.004], [0.010, -0.017, -0.013], [0.065, -0.042, -0.070], [0.018, -0.007, 0.022], [-0.025, 0.006, -0.013], [0.005, 0.004, 0.001], [0.053, -0.049, -0.013], [0.010, 0.010, 0.007], [0.034, 0.044, -0.016], [-0.003, -0.002, 0.001], [0.006, 0.001, 0.001], [0.000, -0.007, -0.002], [0.004, -0.016, -0.003], [-0.019, 0.043, 0.021], [0.004, 0.025, 0.005], [0.001, 0.006, -0.002], [0.103, -0.207, -0.061], [-0.011, -0.052, 0.015], [-0.062, 0.166, 0.040], [0.001, -0.001, -0.001], [-0.001, 0.004, 0.001], [-0.006, -0.027, 0.015], [-0.001, 0.001, -0.002]]
}